No. 1
DFT (ωB97M-V/def2-TZVPD) results for a molecular structure, C32H35AuN3P in a non-equilibrium geometry.

Each line ends with the Löwdin spin population.
Cartesian coordinates (Å):
Au -0.124 -0.275 -0.527  0.48
C 2.675 0.524 -4.112  -0.01
C 1.669 0.655 -3.114  0.02
N 1.184 -0.381 -2.438  0.11
C 1.578 -1.652 -2.772  0.06
C 2.712 -1.859 -3.607  0.01
C 3.162 -0.730 -4.336  0.01
C 3.126 -3.188 -3.823  0.13
C 2.554 -4.203 -3.116  0.00
C 1.560 -3.985 -2.179  0.11
C 1.000 -2.696 -2.026  0.02
N -0.076 -2.350 -1.318  0.36
C -1.130 -3.139 -0.953  0.00
C -1.372 -4.403 -1.551  0.13
C -2.498 -5.100 -1.148  -0.01
C -3.358 -4.651 -0.149  0.16
C -3.184 -3.379 0.348  0.02
C -4.127 -2.798 1.225  0.02
C -3.939 -1.459 1.582  -0.01
C -2.785 -0.817 1.161  0.03
N -1.913 -1.343 0.345  0.12
C -2.107 -2.590 -0.040  0.06
H 2.970 1.357 -4.652  0.00
H 1.328 1.659 -2.823  0.00
H 4.036 -0.909 -4.974  0.00
H 3.970 -3.430 -4.464  0.01
H 2.958 -5.185 -3.212  0.00
H 1.168 -4.831 -1.663  0.00
H -0.843 -4.782 -2.448  0.00
H -2.770 -5.999 -1.657  0.00
H -4.166 -5.264 0.186  0.01
H -5.004 -3.351 1.445  0.00
H -4.611 -1.058 2.284  0.00
H -2.552 0.202 1.553  0.00
C 2.073 2.829 2.154  0.01
C 1.945 1.996 0.875  0.02
C 2.523 2.623 -0.349  0.00
C 2.687 0.636 1.108  0.01
P 0.187 1.611 0.751  0.07
C -0.450 1.153 2.413  0.01
C -1.031 2.121 3.214  0.01
C -1.303 1.912 4.566  0.00
C -1.062 0.677 5.094  0.00
C -0.479 -0.331 4.340  0.00
C -0.077 -0.033 3.010  0.01
C -0.796 2.958 -0.060  0.01
C -0.541 3.058 -1.561  0.00
C -2.290 2.609 0.107  0.00
C -0.515 4.366 0.434  0.00
H 3.124 3.077 2.275  0.00
H 1.811 2.337 3.112  0.00
H 1.487 3.728 2.125  0.00
H 3.593 2.701 -0.042  0.00
H 2.192 3.624 -0.610  0.00
H 2.466 1.941 -1.170  0.00
H 3.759 0.772 1.310  0.00
H 2.564 -0.144 0.350  0.00
H 2.408 0.194 2.052  0.00
H -1.271 3.040 2.747  0.00
H -1.712 2.674 5.197  0.00
H -1.406 0.478 6.124  0.00
H -0.254 -1.289 4.767  0.00
H 0.351 -0.842 2.480  0.00
H -0.920 2.170 -2.075  0.00
H 0.509 3.145 -1.805  0.00
H -1.145 3.822 -2.006  0.00
H -2.557 1.620 -0.327  0.00
H -2.973 3.357 -0.482  0.00
H -2.667 2.595 1.102  0.00
H 0.527 4.682 0.335  0.00
H -0.737 4.485 1.507  0.00
H -1.113 5.058 -0.088  0.00

Force components x, y, z for each atom (eV/Å):
0.145 -1.112 -0.601
-1.541 -1.696 1.279
0.318 -0.227 0.085
0.144 1.035 -0.887
1.697 1.363 0.707
-1.810 0.362 -0.481
1.490 -0.455 0.118
0.810 0.246 -0.121
0.339 -0.078 0.466
-0.855 0.870 -0.385
0.530 -1.837 -0.876
-1.879 0.339 1.428
0.990 -0.707 -1.068
-0.437 0.551 -0.281
-0.762 -0.231 0.544
1.119 -1.103 -1.469
-0.735 1.139 1.345
0.943 1.852 -0.831
0.088 -2.639 -0.134
-0.178 2.087 1.103
0.179 1.118 0.732
1.433 -1.484 -1.658
0.695 1.414 -0.861
0.027 -0.722 -0.256
-0.512 0.293 -0.093
-0.207 0.295 -0.105
0.082 -0.568 -0.153
-0.152 -0.296 0.572
-0.107 0.503 0.922
0.105 -0.560 -0.159
-0.468 -0.215 0.069
-0.648 -0.330 0.607
-0.635 0.949 0.550
-0.342 -0.959 -0.523
0.849 -0.145 0.684
-0.160 -1.466 1.654
1.720 0.734 0.747
0.346 0.103 0.694
-1.317 -0.692 -0.707
0.913 0.854 -0.185
-0.250 0.183 0.555
0.009 0.373 -1.189
-0.399 -1.241 1.359
0.650 1.089 -1.277
-1.235 -1.087 1.633
-0.823 0.630 -0.052
0.073 -1.956 -0.371
-1.399 0.577 -1.995
0.865 -0.271 2.222
0.185 0.365 -0.063
-0.045 -0.205 -0.809
-0.124 0.618 -0.133
-0.477 0.179 -0.743
-0.181 -0.052 0.040
0.035 -0.215 -0.573
-0.114 0.414 -0.616
-0.009 0.390 -0.228
-0.620 -0.171 0.309
-0.239 0.910 -0.006
-0.235 0.396 -0.017
0.477 0.040 -0.580
-0.001 -0.288 0.076
0.621 -0.540 -0.728
0.178 -0.331 0.042
0.011 0.472 -0.105
-0.043 0.925 0.022
0.410 0.462 0.090
1.457 -1.136 1.029
-0.059 0.186 0.937
-0.093 -0.174 -0.252
-0.037 0.059 -0.347
-0.802 0.813 -0.702

Output
DFT total energy   -1881.15306 hartree
E_HOMO (alpha / beta)   -13.479 / -14.036 eV
Spin multiplicity   3
ΔE to the lowest compared entry with this formula, charge and spin   0.00 kJ/mol
Charge   +2



No. 2
DFT (ωB97M-V/def2-TZVPD) results for a molecular structure, C32H35N5O2ReS in a non-equilibrium geometry.

Each line ends with the Löwdin spin population.
Cartesian coordinates (Å):
Re 0.158 -0.057 -0.291  0.81
C -1.589 -1.718 4.287  0.00
N -1.502 -2.437 3.019  0.01
C -1.514 -3.806 2.879  0.00
C -1.459 -4.085 1.561  0.01
N -1.422 -2.870 0.888  0.00
C -1.428 -1.873 1.809  0.00
S -1.355 -0.170 1.522  0.02
C -1.497 -2.750 -0.523  0.00
C -2.178 -3.737 -1.212  0.00
C -2.185 -3.725 -2.599  0.00
C -1.517 -2.699 -3.255  0.00
C -0.919 -1.716 -2.505  0.01
N -0.903 -1.704 -1.145  0.01
H -2.062 -2.358 5.027  0.00
H -2.191 -0.821 4.167  0.00
H -0.595 -1.453 4.647  0.00
H -1.551 -4.479 3.721  0.00
H -1.420 -5.040 1.067  0.00
H -2.710 -4.504 -0.668  0.00
H -2.700 -4.503 -3.148  0.00
H -1.472 -2.652 -4.334  0.00
H -0.448 -0.877 -2.999  0.00
C 1.000 4.925 -0.851  0.00
N 1.284 4.359 -2.198  0.00
C 2.607 4.818 -2.711  0.00
C 1.152 2.862 -2.208  0.00
C -0.299 2.405 -2.267  0.03
C -1.105 3.011 -3.232  0.00
C -2.447 2.700 -3.382  0.04
C -3.017 1.750 -2.548  -0.01
C -2.228 1.111 -1.608  0.03
C -0.856 1.386 -1.463  -0.02
H 0.889 6.005 -0.923  0.00
H 1.833 4.700 -0.187  0.00
H 0.080 4.495 -0.459  0.00
H 0.575 4.730 -2.833  0.00
H 3.403 4.465 -2.059  0.00
H 2.631 5.906 -2.740  0.00
H 2.767 4.439 -3.719  0.00
H 1.652 2.491 -1.318  0.00
H 1.684 2.490 -3.085  0.00
H -0.675 3.725 -3.929  0.00
H -3.037 3.192 -4.143  0.00
H -4.066 1.501 -2.632  0.00
H -2.706 0.382 -0.967  0.00
C -1.858 4.408 1.577  0.00
O -0.779 3.818 2.306  0.00
C -0.673 4.105 3.626  0.00
C -1.618 4.846 4.324  0.00
C -1.427 5.171 5.657  0.00
C -0.291 4.745 6.336  0.00
C 0.654 4.008 5.658  0.00
C 0.489 3.676 4.309  0.00
N 1.550 2.963 3.718  0.00
C 1.670 2.368 2.568  0.00
C 2.881 1.756 2.110  0.00
C 4.105 1.895 2.792  0.00
C 5.256 1.285 2.350  0.00
C 5.230 0.516 1.188  0.00
C 4.058 0.377 0.474  0.00
C 2.874 0.973 0.913  0.00
O 1.754 0.771 0.183  0.04
H -1.729 4.085 0.545  0.00
H -1.821 5.497 1.633  0.00
H -2.825 4.059 1.945  0.00
H -2.518 5.182 3.828  0.00
H -2.173 5.766 6.167  0.00
H -0.150 4.990 7.379  0.00
H 1.549 3.679 6.177  0.00
H 2.361 2.925 4.330  0.00
H 0.797 2.342 1.938  0.00
H 4.166 2.522 3.673  0.00
H 6.181 1.403 2.897  0.00
H 6.129 0.025 0.841  0.00
H 4.030 -0.228 -0.425  0.00

Force components x, y, z for each atom (eV/Å):
-1.448 1.634 0.879
0.096 0.179 0.420
-0.058 0.072 -0.448
-0.014 -0.191 -0.090
-0.013 -0.172 0.217
0.165 0.213 0.060
-0.044 -0.275 0.314
1.107 0.250 -1.252
-0.211 -0.081 -0.018
0.022 0.072 -0.019
0.079 0.049 0.122
0.000 0.006 -0.032
-0.052 0.009 -0.229
0.761 -0.202 0.100
-0.039 -0.052 -0.086
-0.027 -0.037 -0.030
0.012 -0.029 -0.098
-0.021 0.055 0.031
0.011 0.045 -0.063
0.017 -0.008 -0.006
-0.013 0.014 -0.013
-0.016 0.027 0.005
0.050 0.005 0.054
-0.138 0.172 0.286
-0.041 -0.035 -0.015
0.449 0.173 -0.223
-0.185 -0.434 -0.070
0.242 0.070 -0.100
0.029 -0.052 0.065
-0.040 -0.029 -0.025
0.038 0.089 -0.026
-0.084 -0.098 0.217
0.444 -0.560 0.485
0.037 -0.006 -0.079
0.038 -0.075 -0.082
0.062 -0.020 -0.106
-0.012 0.020 -0.003
-0.109 -0.086 0.072
-0.116 -0.008 0.075
-0.103 -0.055 0.021
0.108 0.084 0.000
0.071 0.135 0.000
-0.019 0.026 0.009
0.004 -0.005 -0.002
-0.004 0.012 0.017
0.012 -0.021 -0.028
-0.165 0.027 -0.010
0.213 -0.332 -0.273
0.279 0.137 0.325
-0.056 -0.019 -0.144
0.101 -0.097 0.092
-0.101 0.048 -0.014
0.140 -0.113 -0.015
-0.700 0.350 0.128
0.184 -0.257 -0.406
-0.361 0.297 0.327
0.253 -0.568 -0.613
-0.287 0.099 -0.114
0.193 -0.135 -0.091
0.111 0.121 0.201
-0.687 -0.052 -0.224
1.571 0.027 1.168
-1.734 -0.630 -0.728
-0.087 -0.020 0.059
0.030 -0.002 0.014
0.056 -0.018 -0.027
0.070 0.025 0.020
-0.013 -0.025 0.011
0.046 0.011 -0.011
0.004 0.009 0.002
0.030 0.020 0.021
-0.185 0.148 -0.003
0.034 -0.015 0.007
-0.019 0.025 0.013
0.004 0.021 -0.010
0.028 0.033 -0.009

Output
DFT total energy   -2139.68666 hartree
E_HOMO (alpha / beta)   -17.906 / -17.908 eV
Spin multiplicity   2
Charge   +4



No. 3
DFT (ωB97M-V/def2-TZVPD) results for a molecular structure, C32H35N8RuS3.

Each line ends with the Löwdin charge.
Cartesian coordinates (Å):
Ru 0.297 -0.407 0.029  0.79
N -3.707 -0.634 1.719  0.08
C -2.531 -0.460 1.071  -0.86
S -1.224 -1.498 1.479  0.62
N -2.528 0.552 0.205  0.00
N -1.321 0.711 -0.394  -0.20
C -1.180 1.632 -1.282  -0.09
C 0.140 1.760 -1.894  -0.28
C 0.384 2.621 -2.953  -0.02
C 1.647 2.646 -3.520  -0.05
C 2.628 1.812 -3.010  -0.03
C 2.315 0.986 -1.943  -0.09
N 1.107 0.964 -1.382  -0.01
H -3.839 -1.480 2.245  0.09
H -4.521 -0.184 1.335  0.10
H -2.018 2.252 -1.583  0.13
H -0.416 3.241 -3.334  0.12
H 1.857 3.299 -4.357  0.12
H 3.622 1.786 -3.432  0.11
H 3.044 0.313 -1.512  0.10
C 0.088 -1.496 -1.449  -0.12
C 0.127 -2.161 -2.514  -0.05
C 0.334 -2.690 -3.729  -0.10
C 0.357 -4.142 -3.963  -0.17
C 0.368 -4.670 -5.256  -0.02
C 0.369 -6.043 -5.449  -0.06
C 0.354 -6.899 -4.359  -0.06
C 0.323 -6.384 -3.067  -0.06
C 0.319 -5.016 -2.871  -0.01
C 0.562 -1.733 -4.841  -0.19
C -0.275 -0.627 -4.977  -0.02
C -0.038 0.308 -5.971  -0.08
C 1.051 0.162 -6.820  -0.08
C 1.899 -0.928 -6.676  -0.07
C 1.652 -1.879 -5.698  -0.04
H 0.352 -4.012 -6.114  0.11
H 0.372 -6.444 -6.454  0.11
H 0.355 -7.970 -4.513  0.11
H 0.292 -7.052 -2.217  0.11
H 0.272 -4.606 -1.872  0.10
H -1.115 -0.514 -4.303  0.12
H -0.706 1.152 -6.086  0.11
H 1.236 0.891 -7.598  0.11
H 2.754 -1.042 -7.330  0.11
H 2.318 -2.724 -5.583  0.12
C 5.903 -0.223 0.976  -0.16
C 4.743 0.663 1.374  -0.17
N 3.535 0.105 0.797  0.03
C 3.240 -1.225 0.859  -0.36
N 2.021 -1.615 0.576  -0.06
C 1.759 -3.056 0.568  -0.25
C 2.609 -3.793 1.580  -0.15
C 4.057 -3.505 1.268  -0.15
N 4.266 -2.067 1.161  -0.03
C 5.620 -1.622 1.480  -0.15
H 6.838 0.137 1.404  0.12
H 6.005 -0.223 -0.112  0.12
H 4.860 1.676 0.989  0.12
H 4.676 0.730 2.466  0.13
H 2.718 0.702 0.806  0.01
H 1.942 -3.455 -0.435  0.11
H 0.701 -3.203 0.776  0.05
H 2.419 -4.866 1.537  0.12
H 2.365 -3.447 2.588  0.13
H 4.349 -3.993 0.331  0.13
H 4.719 -3.880 2.051  0.13
H 6.313 -2.338 1.034  0.13
H 5.767 -1.666 2.566  0.13
S 0.694 1.216 2.115  0.62
C -0.160 2.600 1.664  -1.10
N -1.449 2.768 1.877  -0.04
C -2.099 3.915 1.254  -0.20
C -0.986 4.932 0.996  -0.38
S 0.545 3.955 0.851  0.97
H -1.982 1.982 2.225  0.13
H -2.860 4.317 1.919  0.13
H -2.580 3.591 0.328  0.11
H -0.877 5.634 1.820  0.08
H -1.153 5.486 0.076  0.08

Force components x, y, z for each atom (eV/Å):
0.182 0.209 -0.019
0.059 -0.037 -0.018
-0.265 0.076 -0.032
-0.047 -0.185 -0.147
0.140 -0.101 -0.010
-0.137 -0.038 -0.058
0.178 -0.025 -0.057
-0.176 -0.007 0.132
0.105 -0.011 -0.039
-0.054 0.028 0.010
0.006 -0.016 0.011
0.004 -0.020 -0.115
-0.001 -0.002 -0.075
0.010 0.009 0.020
-0.005 0.013 0.002
-0.007 -0.010 -0.006
-0.007 0.004 0.003
0.008 -0.001 -0.001
-0.003 0.005 -0.006
-0.017 0.032 -0.051
0.090 -0.104 0.223
-0.137 0.062 0.047
0.004 -0.076 -0.114
-0.012 0.138 0.063
-0.035 -0.066 -0.056
0.000 0.021 0.002
0.004 -0.020 0.002
-0.006 0.028 -0.001
0.021 -0.054 -0.028
0.000 -0.011 0.086
0.023 0.049 -0.030
-0.004 -0.017 0.020
0.005 -0.003 -0.019
-0.002 -0.001 0.008
0.026 0.012 -0.034
-0.011 -0.020 0.025
-0.002 0.002 -0.002
-0.002 0.002 -0.001
0.006 0.002 -0.003
0.022 0.032 0.050
-0.005 -0.011 -0.004
-0.002 0.000 -0.006
0.004 0.001 0.004
-0.002 0.005 0.000
-0.004 0.020 0.003
0.000 -0.009 0.007
0.006 0.027 0.069
-0.053 0.135 -0.019
0.034 -0.117 -0.033
-0.018 0.109 0.143
-0.078 0.034 0.053
-0.008 -0.018 0.020
0.016 -0.018 0.005
-0.065 0.014 -0.071
0.015 -0.010 -0.005
-0.005 0.005 -0.003
-0.003 -0.005 -0.004
0.013 -0.002 -0.012
-0.006 0.002 -0.006
-0.051 -0.044 0.118
0.014 -0.016 -0.050
0.023 -0.029 -0.026
-0.003 0.007 -0.009
0.003 -0.002 -0.001
0.022 -0.004 0.014
-0.021 0.013 0.028
0.001 0.008 -0.007
-0.003 -0.002 -0.003
0.216 -0.002 -0.030
-0.061 -0.125 -0.061
0.076 0.100 0.095
0.011 -0.031 0.005
-0.039 -0.006 -0.019
0.022 0.028 0.011
-0.026 0.028 -0.020
-0.005 0.013 -0.013
0.005 -0.009 0.024
0.017 -0.014 0.013
0.003 0.021 0.011

Output
DFT total energy   -2967.75749 hartree
E_HOMO (alpha / beta)   -9.646 / -9.644 eV
ΔE to the lowest compared entry with this formula, charge and spin   0.00 kJ/mol
Charge   +1